Entry 1:
A 6-piece molecular cluster, C20H42BN7O7S overall in a non-equilibrium geometry. Source: the Open Molecules 2025 dataset; level of theory: wB97M-V/def2-TZVPD.

Structure (XYZ):
```
78
Properties=species:S:1:pos:R:3:lowdin_charge:R:1
N 0.57 -5.01 -0.22 0.154
C 0.61 -4.08 -0.85 -0.262
C 0.62 -2.73 -1.56 -0.557
S 1.80 -1.61 -0.72 0.836
C -0.86 -2.19 -1.37 -0.308
C -0.92 -0.69 -1.41 -0.236
N -1.15 0.40 -1.27 0.174
C -1.83 -2.89 -2.41 -0.047
B -3.19 -3.20 -1.59 -0.581
O -3.54 -4.54 -1.36 0.112
O -3.93 -2.11 -1.12 0.138
H 0.81 -2.88 -2.63 0.093
H 2.83 -1.30 -1.56 -0.112
H -1.17 -2.56 -0.37 0.136
H -1.35 -3.82 -2.80 0.059
H -2.10 -2.25 -3.27 0.129
H -2.92 -4.91 -0.70 0.108
H -3.65 -1.82 -0.24 0.110
C 3.07 0.85 1.97 -0.350
O 2.81 0.64 0.80 -0.056
N 2.19 1.31 2.88 -0.186
C 2.56 1.54 4.26 -0.063
C 0.81 1.57 2.47 -0.033
H 4.08 0.68 2.39 0.131
H 1.95 0.91 4.91 0.089
H 2.39 2.59 4.51 0.074
H 3.61 1.29 4.42 0.082
H 0.38 0.65 2.07 0.092
H 0.82 2.32 1.68 0.059
H 0.23 1.93 3.31 0.077
C -1.02 4.70 1.10 -0.323
O -0.04 3.99 1.23 -0.004
N -1.65 5.34 2.10 -0.192
C -2.83 6.16 1.86 -0.059
C -1.15 5.22 3.45 -0.051
H -1.49 4.86 0.11 0.136
H -2.62 7.19 2.17 0.090
H -3.67 5.77 2.43 0.088
H -3.09 6.16 0.80 0.082
H -0.12 5.58 3.49 0.086
H -1.16 4.16 3.74 0.084
H -1.75 5.79 4.14 0.078
C 0.02 6.49 6.88 -0.337
O 0.02 6.72 5.69 0.004
N 0.62 5.43 7.46 -0.198
C 0.59 5.21 8.89 -0.058
C 1.32 4.47 6.62 -0.046
H -0.48 7.15 7.60 0.134
H 1.61 5.20 9.28 0.090
H 0.10 4.26 9.11 0.090
H 0.03 6.01 9.39 0.083
H 2.11 4.98 6.07 0.098
H 0.62 4.04 5.90 0.082
H 1.74 3.67 7.23 0.088
C -1.88 -5.54 -4.17 -0.339
O -1.23 -4.61 -4.61 -0.003
N -2.66 -6.36 -4.91 -0.189
C -3.40 -7.45 -4.31 -0.050
C -2.75 -6.14 -6.34 -0.039
H -1.88 -5.80 -3.10 0.132
H -3.09 -8.39 -4.76 0.089
H -4.47 -7.30 -4.50 0.091
H -3.24 -7.49 -3.24 0.087
H -1.76 -6.22 -6.79 0.092
H -3.13 -5.13 -6.53 0.093
H -3.41 -6.87 -6.79 0.086
C 2.83 -2.80 -4.79 -0.327
O 2.88 -2.88 -3.57 -0.017
N 3.25 -1.74 -5.51 -0.197
C 3.16 -1.71 -6.96 -0.057
C 3.82 -0.60 -4.81 -0.035
H 2.42 -3.61 -5.41 0.139
H 4.16 -1.59 -7.38 0.089
H 2.54 -0.87 -7.26 0.090
H 2.72 -2.63 -7.33 0.084
H 4.69 -0.91 -4.24 0.095
H 3.08 -0.19 -4.12 0.093
H 4.11 0.17 -5.53 0.087
```

Calculated values
multiplicity	1
E	-2120.303974	Eh
SMILES	N#C[C@H](S)[C@@H](C#N)CB(O)O.CN(C)C=O.CN(C)C=O.CN(C)C=O.CN(C)C=O.CN(C)C=O
HOMO-LUMO gap	0.3319	Eh
HOMO	-8.49	eV

***

Entry 2:
A 2-piece molecular cluster, C17H32BrN2O5S overall in a non-equilibrium geometry. Source: the Open Molecules 2025 dataset; level of theory: wB97M-V/def2-TZVPD.

Structure (XYZ):
```
58
Properties=species:S:1:pos:R:3:lowdin_charge:R:1
C 2.48 -2.79 2.43 -0.142
S 0.66 -2.31 2.50 0.780
O 0.30 -1.75 3.93 -0.373
O -0.28 -3.55 2.31 -0.370
C 0.26 -0.90 1.29 -0.257
C 1.30 0.35 1.68 -0.591
Br 0.61 1.86 2.79 0.720
C 1.66 1.10 0.23 -0.149
C 0.72 0.27 -0.83 -0.232
C -0.64 0.94 -1.44 -0.113
C -1.76 1.41 -0.33 -0.180
C -3.27 0.75 -0.59 -0.157
C -3.96 0.16 0.79 -0.164
N -4.79 -1.09 0.59 -0.174
C -5.47 -1.70 1.80 -0.067
C -6.29 -3.07 1.38 -0.068
C -6.03 -3.22 -0.24 -0.078
C -5.10 -1.92 -0.64 -0.072
N 0.67 -1.10 -0.18 -0.067
C 0.11 -2.28 -0.95 -0.081
O -1.21 -2.74 -0.51 -0.163
O -1.64 -3.48 -1.53 -0.040
H 2.97 -2.13 1.59 0.068
H 2.97 -2.49 3.48 0.121
H 2.52 -3.94 2.24 0.106
H -0.88 -0.74 1.51 0.157
H 2.31 -0.01 2.21 0.115
H 1.63 2.28 0.23 0.119
H 2.75 0.75 -0.10 0.133
H 1.41 0.08 -1.78 0.176
H -1.17 0.26 -2.26 0.129
H -0.33 1.93 -2.04 0.146
H -1.92 2.58 -0.45 0.131
H -1.45 1.24 0.78 0.059
H -3.24 -0.02 -1.48 0.091
H -4.00 1.63 -0.96 0.128
H -3.07 -0.13 1.52 0.111
H -4.58 1.00 1.34 0.146
H -5.50 -1.32 2.93 0.114
H -6.90 -3.83 2.03 0.083
H -6.46 -4.10 -0.90 0.083
H -4.72 -1.72 -1.73 0.095
H 1.70 -1.35 -0.07 0.172
H -0.02 -1.91 -2.07 0.172
H 0.91 -3.15 -0.99 0.185
H -2.02 -4.34 -1.19 0.167
C 6.05 3.24 -1.11 -0.059
C 4.59 3.23 -1.55 -0.504
C 4.27 4.44 -2.41 -0.059
O 3.75 3.24 -0.39 -0.093
H 6.28 4.13 -0.52 0.087
H 6.26 2.37 -0.48 0.080
H 6.72 3.21 -1.98 0.087
H 4.37 2.31 -2.10 0.134
H 4.43 5.37 -1.86 0.087
H 3.21 4.43 -2.71 0.079
H 4.88 4.46 -3.32 0.087
H 3.94 4.05 0.11 0.104
```

Calculated values
multiplicity	1
E	-4124.038569	Eh
total charge	+1
HOMO-LUMO gap	0.2235	Eh
HOMO	-9.60	eV

***

Entry 3:
C4H4N2O as an isolated structure. Source: the Open Molecules 2025 dataset; level of theory: wB97M-V/def2-TZVPD.

Structure (XYZ):
```
11
Properties=species:S:1:pos:R:3:lowdin_charge:R:1
O -2.34 -1.34 -0.07 0.091
C -1.28 -0.79 -0.05 -0.437
C 0.04 -1.38 -0.35 -0.003
C 1.19 -0.66 -0.31 -0.103
N 1.23 0.71 0.03 0.111
C 0.01 0.93 0.23 -0.340
N -1.17 0.63 0.30 0.211
H 0.06 -2.43 -0.61 0.114
H 2.16 -1.08 -0.53 0.118
H 0.10 2.61 1.04 0.119
H 0.00 2.79 0.32 0.119
```

Calculated values
multiplicity	1
E	-339.455052	Eh
HOMO-LUMO gap	0.3502	Eh
HOMO	-9.65	eV
energy relative to the best compared isomer or geometry (same formula, charge and spin)	79.5	kcal/mol